Density functional theory data (wB97M-V/def2-TZVPD) for a single C6H12N2O molecule.

The calculation puts the largest force on an atom at 2.445 eV/A. As for the multiplicity: 1. Its total charge is 0. For the LUMO energy (spin up / spin down), the calculation gives -0.1 / -0.1 eV.

Last column: Mulliken charge in e.
Atoms and positions in Å:
C: -0.2213 -1.1131 0.1042  0.112
C: 1.0940 2.3872 0.5327  -0.749
C: 1.0592 -1.3909 0.8548  -1.440
C: -1.4336 -1.0510 1.0003  -1.261
C: 0.1512 0.5612 -0.6644  1.208
C: -1.2878 0.4703 -1.4787  -0.188
O: 0.0377 1.4374 0.3855  -0.376
N: 1.2007 0.6312 -1.4289  -0.926
N: -1.9333 -0.2879 -2.1417  -0.351
H: -0.3477 -1.7770 -0.7518  0.429
H: 1.2502 -0.1278 -2.1006  0.237
H: -2.5315 -0.0985 -2.9347  0.291
H: 1.1747 3.0121 -0.3576  0.293
H: 2.0519 1.8949 0.7019  0.305
H: 0.8176 2.9848 1.3996  0.244
H: 1.1851 -0.6857 1.6764  0.286
H: 1.0131 -2.3981 1.2785  0.441
H: 1.9295 -1.3248 0.2053  0.393
H: -2.3606 -0.9436 0.4388  0.370
H: -1.3435 -0.2106 1.6902  0.285
H: -1.5057 -1.9701 1.5901  0.397